No. 1
A cluster of 9 separate species, C75H155FN8O11 in total in a non-equilibrium geometry. Source: the Open Molecules 2025 dataset; level of theory: ωB97M-V/def2-TZVPD.

Output
energy: -117439.750 eV
F_max: 0.0554 hartree/bohr
charge: 0
SMILES: CC1(C)CCCC(C)(C)N1O.CC1(C)CCCC(C)(C)N1O.CC1(C)CCCC(C)(C)N1O.CC1(C)CCCC(C)(C)N1O.CC1(C)CCCC(C)(C)N1O.CC1(C)CCCC(C)(C)N1O.CC1(C)CCCC(C)(C)N1O.CC1(C)CCCC(C)(C)N1O.O=C1OC[C@@H](F)O1
HOMO energy: -0.308 Eh
orbital gap: 0.315 Ha

```
250
Properties=species:S:1:pos:R:3:mulliken_charge:R:1
C -4.07308 3.01936 1.99537 -0.641
C -5.53128 2.65678 1.65703 1.677
C -6.44337 3.18603 2.75540 -1.471
C -7.94390 3.13731 2.35976 -0.687
C -8.00354 4.06447 1.13285 -1.341
C -7.18001 3.59494 -0.05009 1.546
N -5.83879 3.36109 0.46297 0.324
O -4.99079 2.99128 -0.63432 -0.322
C -7.83881 2.39406 -0.78503 -1.598
C -7.03058 4.76744 -1.02989 -1.883
C -5.66287 1.09345 1.67297 -1.250
H -3.87776 4.09723 1.72674 0.423
H -3.37668 2.45389 1.39225 -0.972
H -3.85706 2.80488 3.07437 0.089
H -6.27438 2.55962 3.60682 0.402
H -6.14571 4.17927 3.00459 0.569
H -8.63561 3.39697 3.16214 0.467
H -8.14010 2.09472 2.06636 0.302
H -7.79772 5.10148 1.38133 0.375
H -9.06684 4.11031 0.76776 0.458
H -8.87959 2.58974 -1.07784 0.433
H -7.27472 2.14646 -1.66010 0.345
H -7.77281 1.52772 -0.14499 0.347
H -7.99875 5.15730 -1.36619 0.452
H -6.46500 5.58870 -0.58464 0.418
H -6.41300 4.50055 -1.92329 0.240
H -6.69529 0.67796 1.56655 0.399
H -5.14835 0.64703 2.57173 0.257
H -5.13839 0.65502 0.82201 0.061
H -5.11474 1.99296 -0.80397 0.238
C -2.22832 -2.56965 3.17947 -1.440
C -2.04911 -3.79161 4.03440 3.261
C -2.42561 -3.42100 5.46303 -0.352
C -2.54324 -4.64716 6.31682 -0.992
C -3.63438 -5.54015 5.72080 -1.310
C -3.24236 -6.01524 4.31997 1.408
N -3.04851 -4.78276 3.50917 -0.434
O -2.60234 -5.18060 2.20660 -0.186
C -2.09430 -7.08773 4.40719 -1.544
C -4.48023 -6.67821 3.70953 -1.848
C -0.60462 -4.21239 4.03078 -0.262
H -1.93081 -1.70721 3.79785 -0.504
H -3.29835 -2.48090 2.91439 0.832
H -1.67007 -2.56137 2.22467 -0.065
H -1.60232 -2.73463 5.82389 -1.056
H -3.30157 -2.69155 5.47128 0.474
H -2.86900 -4.41466 7.30275 0.457
H -1.58747 -5.12610 6.40810 0.429
H -4.55434 -5.00716 5.73336 0.412
H -3.70421 -6.36795 6.43878 0.557
H -2.51900 -7.90917 4.95303 0.524
H -1.82774 -7.33058 3.37690 0.285
H -1.20208 -6.85235 4.98045 0.287
H -4.34483 -7.09211 2.71418 0.304
H -4.78072 -7.46567 4.44752 0.412
H -5.32019 -5.97638 3.72020 0.422
H -0.35390 -4.63937 3.05160 -0.008
H -0.38706 -4.95938 4.81578 0.148
H 0.08087 -3.34849 4.09939 -0.416
H -3.15180 -4.70444 1.57120 0.306
C -1.32341 0.65051 -9.70369 -1.848
C -0.73935 0.42222 -8.32373 1.555
C -1.74672 -0.38903 -7.56343 -2.077
C -1.31212 -0.83672 -6.17025 0.664
C 0.00937 -1.64588 -6.32622 -1.526
C 1.08330 -0.91427 -7.13007 1.952
N 0.49667 -0.36146 -8.33116 0.188
O 1.47311 0.30492 -9.06578 -0.515
C 2.00151 -0.08327 -6.22896 -0.100
C 1.95069 -2.04989 -7.73923 -1.989
C -0.52760 1.83519 -7.55660 -1.358
H -2.34813 0.97839 -9.48483 0.372
H -1.38999 -0.36501 -10.16805 0.413
H -0.83496 1.42068 -10.34347 0.312
H -2.69019 0.14615 -7.55096 0.524
H -1.97421 -1.24619 -8.20308 0.472
H -2.13216 -1.41431 -5.67793 0.639
H -1.14982 0.02698 -5.56117 -0.631
H -0.23393 -2.54876 -6.90821 0.588
H 0.39127 -2.06642 -5.38211 0.363
H 1.33843 0.50658 -5.58184 -0.159
H 2.57585 -0.74618 -5.55980 -0.662
H 2.66048 0.63873 -6.73237 0.534
H 2.54198 -1.57911 -8.54981 0.441
H 2.65814 -2.53089 -7.07345 0.259
H 1.35004 -2.86724 -8.13170 0.416
H 0.29431 2.43451 -7.97185 0.401
H -0.29761 1.67110 -6.49126 0.167
H -1.35603 2.52891 -7.65910 0.384
H 1.56648 1.14358 -8.61300 0.359
C 0.54505 4.24291 -0.78882 -1.294
C -0.51829 5.15107 -0.21982 1.770
C -0.05284 6.58392 -0.12943 -1.314
C 0.08103 7.18563 -1.50726 -0.641
C -1.29978 7.22481 -2.13385 -1.407
C -1.97104 5.81390 -2.22150 1.873
N -1.82848 5.15567 -0.90476 0.000
O -2.40259 3.80269 -0.96678 1.210
C -3.47918 6.14311 -2.47532 -1.895
C -1.43223 4.94895 -3.43369 -1.655
C -0.81585 4.73635 1.25865 -1.904
H 0.04454 3.32301 -1.09759 -0.348
H 1.35213 4.00442 -0.09878 0.672
H 1.03719 4.73054 -1.64349 0.325
H -0.76861 7.17459 0.41830 0.451
H 0.93912 6.58268 0.27906 0.372
H 0.72058 6.53423 -2.08279 0.311
H 0.50852 8.15717 -1.47130 0.509
H -1.22085 7.63316 -3.11660 0.432
H -2.01088 7.83937 -1.58100 0.447
H -3.88400 6.74267 -1.63795 0.499
H -3.65796 6.74185 -3.42458 0.336
H -4.10392 5.21950 -2.59096 0.307
H -0.87592 5.50038 -4.22345 0.144
H -0.72128 4.18809 -3.08741 0.102
H -2.26950 4.55277 -3.95106 0.547
H 0.11344 4.73833 1.78450 0.673
H -1.15245 3.68862 1.26005 -0.273
H -1.55368 5.38304 1.74860 0.496
H -3.35814 3.89599 -0.95241 -0.254
C -2.07919 0.92715 -2.85393 -1.717
C -1.27783 0.02324 -1.90874 2.333
C -0.11759 -0.58021 -2.76727 -0.870
C 1.00500 -1.18840 -1.96779 0.709
C 1.52277 -0.20794 -0.88838 -1.157
C 0.35990 0.25293 0.03302 2.732
N -0.70922 0.85507 -0.78310 0.639
O -1.78586 1.40222 0.02259 1.721
C -0.14926 -0.84232 1.01607 -0.279
C 0.99209 1.36850 0.87496 -0.787
C -2.19481 -1.12268 -1.46714 -1.795
H -2.33232 0.42756 -3.78715 0.528
H -1.42182 1.73459 -3.19448 0.218
H -3.03096 1.35429 -2.50779 -0.164
H -0.53203 -1.28016 -3.48731 0.398
H 0.24287 0.34654 -3.19958 -0.003
H 1.78679 -1.58181 -2.62251 0.419
H 0.69926 -2.05611 -1.38596 -1.209
H 1.94106 0.66261 -1.40889 0.152
H 2.40304 -0.59582 -0.38127 -0.331
H 0.56737 -1.02796 1.84293 -0.351
H -1.12633 -0.70042 1.44373 0.253
H -0.26233 -1.78984 0.42801 -0.592
H 1.28176 2.19416 0.19431 -0.081
H 0.31035 1.87376 1.54461 -0.974
H 1.88486 0.97032 1.41540 0.050
H -1.64762 -2.03766 -1.20824 0.072
H -2.81493 -1.38721 -2.30430 0.782
H -2.70723 -0.88283 -0.53750 -0.102
H -1.85298 2.31956 -0.31073 -0.988
C -2.07399 2.22795 6.60746 -1.835
C -1.88656 1.36127 5.39099 1.675
C -1.28722 2.09170 4.19332 -1.080
C 0.20612 2.45149 4.39921 -1.429
C 0.95486 1.15324 4.63278 -0.413
C 0.51089 0.34707 5.85184 0.909
N -0.93346 0.21414 5.70401 1.316
O -1.45313 -0.46523 6.88578 -0.696
C 1.07542 -1.06632 5.75071 -0.784
C 1.04314 0.97598 7.10811 -1.968
C -3.21726 0.71457 5.07585 -1.377
H -1.13615 2.77936 6.90826 0.312
H -2.28272 1.62080 7.49354 0.345
H -2.89573 2.97081 6.42872 0.400
H -1.52218 1.44558 3.33909 -0.225
H -1.80433 3.03617 4.06410 0.808
H 0.36421 2.96985 5.35806 1.038
H 0.72388 3.07025 3.64101 0.005
H 1.97441 1.41788 4.90974 0.888
H 0.89048 0.53712 3.69298 -0.610
H 2.15982 -0.96491 5.60725 0.548
H 0.87161 -1.65038 6.66457 0.651
H 0.58751 -1.52138 4.90048 -0.807
H 2.11423 0.93717 7.11585 0.503
H 0.92220 2.04087 7.21626 0.398
H 0.63410 0.50945 8.05030 0.325
H -3.28424 0.18778 4.12854 -0.194
H -3.99914 1.45154 5.00159 0.449
H -3.61492 0.06441 5.85890 0.630
H -1.73674 -1.27475 6.51271 0.240
C 8.77119 0.47715 -4.91404 -1.631
C 7.23896 0.33687 -4.98448 1.743
C 6.93890 -0.94468 -5.72098 -1.606
C 5.38028 -1.22323 -5.76485 -0.149
C 4.97864 -1.29746 -4.32191 -1.529
C 5.22740 -0.03272 -3.45681 2.428
N 6.68621 0.20926 -3.61198 0.056
O 6.99090 1.46281 -2.88895 -0.553
C 4.33614 1.16343 -3.73589 -1.123
C 5.03457 -0.42967 -2.03485 -2.163
C 6.68662 1.55363 -5.75424 -1.736
H 9.12974 0.92735 -5.83867 0.343
H 9.18648 -0.52410 -4.76632 0.416
H 9.02047 1.14407 -4.06540 0.320
H 7.41880 -0.95105 -6.73554 0.400
H 7.43907 -1.77047 -5.20998 0.495
H 5.18061 -2.17871 -6.29338 0.470
H 4.86411 -0.40709 -6.29963 -0.118
H 5.49321 -2.07625 -3.80471 0.786
H 3.91140 -1.57645 -4.18353 -0.153
H 4.79342 2.05702 -3.33226 0.465
H 4.30474 1.42104 -4.79617 0.190
H 3.37598 0.86735 -3.23910 -0.161
H 5.77589 -1.21434 -1.80013 0.643
H 5.01856 0.39922 -1.31844 0.499
H 4.04799 -0.83371 -1.92017 0.103
H 5.70600 1.36303 -6.10946 0.356
H 7.37485 1.68884 -6.56486 0.536
H 6.70033 2.44135 -5.11919 0.243
H 7.68902 1.33879 -2.26667 0.353
C 5.64689 -1.76411 1.59988 -1.824
C 4.94732 -1.42423 2.95488 2.416
C 3.43433 -1.47692 2.69135 0.226
C 2.89477 -2.94892 2.56342 0.325
C 3.25236 -3.71226 3.86492 -1.654
C 4.78362 -3.64908 4.19791 2.182
N 5.26549 -2.26464 4.09878 0.236
O 6.68937 -2.27363 4.23205 -0.531
C 4.91416 -4.02230 5.63033 -2.177
C 5.53831 -4.66024 3.35280 -1.870
C 5.12873 0.01472 3.35712 -2.084
H 6.72641 -1.88648 1.72610 0.500
H 5.57852 -1.00957 0.78728 0.287
H 5.26435 -2.66015 1.06668 0.268
H 2.98188 -0.86813 3.50483 -0.809
H 3.21640 -0.99878 1.73794 -0.343
H 3.30991 -3.49697 1.69359 0.288
H 1.81948 -2.91849 2.40284 -0.153
H 2.90061 -4.76012 3.77795 0.530
H 2.75217 -3.32767 4.72242 0.106
H 5.93652 -3.90907 5.96113 0.534
H 4.35463 -3.36954 6.32921 0.265
H 4.52997 -4.99335 5.79392 0.463
H 6.59741 -4.37732 3.33317 0.368
H 5.46510 -5.62484 3.80086 0.496
H 5.15719 -4.59182 2.34159 0.293
H 5.00455 0.71099 2.53353 0.270
H 6.14098 0.20400 3.74762 0.506
H 4.41626 0.26696 4.13289 0.462
H 6.73299 -1.92946 5.12054 0.394
C -0.34994 -6.05126 -0.27567 0.196
C 0.67910 -5.01403 -0.80159 0.396
O 1.88008 -5.69555 -0.93060 -0.402
C 1.86976 -6.74790 -0.04485 0.519
O 2.78126 -7.42125 0.22414 -0.473
O 0.55219 -6.96237 0.34977 -0.327
F 0.82908 -4.05666 0.19934 -0.232
H -0.92279 -6.51474 -1.11720 0.281
H -1.07027 -5.69057 0.48563 -0.257
H 0.39799 -4.51532 -1.71669 0.394
```


No. 2
A structure of composition C13H28AlBrClF2KN2NaO8S in a non-equilibrium geometry. Source: the Open Molecules 2025 dataset; level of theory: ωB97M-V/def2-TZVPD.

Output
energy: -159416.533 eV
F_max: 0.2005 hartree/bohr
charge: +3
HOMO energy: -0.532 Eh
orbital gap: 0.057 Ha

```
59
Properties=species:S:1:pos:R:3:mulliken_charge:R:1
C -1.12582 -4.24369 -2.82791 -1.286
C -0.98153 -3.35496 -1.71948 0.299
C -0.93091 -2.35678 -0.38525 0.780
C -0.22328 -0.96357 -0.87943 -0.694
C 0.94818 -0.47951 0.19410 -1.007
C 1.66571 0.92411 -0.32913 -0.115
C 1.51886 2.09430 0.85692 -0.495
N 1.36838 3.41039 0.09401 -0.433
O -2.38245 -2.33915 -0.01679 -0.368
C -2.54657 -3.74981 0.46915 0.229
O -3.75200 -4.33320 0.43327 -0.704
O -1.22203 -4.31555 0.89222 -0.150
C -0.40115 -3.06674 1.02895 0.306
Cl -1.40719 -2.15445 2.33956 -0.196
H -1.63612 -4.70586 -3.80256 0.415
H -1.03553 -0.13252 -1.01622 0.631
H 0.22394 -1.16369 -1.96637 0.482
H 0.49174 -0.32810 1.28049 0.285
H 1.80109 -1.30518 0.21195 0.283
H 1.15677 1.31684 -1.32496 0.347
H 2.81730 0.67699 -0.48742 -0.064
H 0.58510 1.86317 1.56350 0.423
H 2.45966 2.09103 1.58586 0.273
H 1.20601 4.21441 0.73940 0.322
H 0.48921 3.30936 -0.47255 0.215
H 0.75198 -3.17922 1.19608 0.449
O -3.79268 -0.07286 4.02648 -0.369
H -3.94882 -0.68461 4.79035 0.457
H -4.64500 0.20012 3.60090 0.453
H -3.16916 -0.46976 3.36630 0.364
Br -2.68126 -5.79544 -1.27437 -0.240
F -4.68770 1.13245 5.53619 -0.644
K -2.09633 -1.43908 -2.42288 1.062
C 1.72008 6.92912 -2.56849 -0.591
N 0.64624 5.95370 -2.89888 0.863
O 0.70510 5.39954 -4.00274 -0.469
O -0.22533 5.77202 -2.04090 -0.462
H 2.41434 6.98869 -3.40941 0.205
H 1.24418 7.89598 -2.39223 0.440
H 2.22933 6.56780 -1.67277 0.279
Na -5.16353 -3.49754 1.35033 1.012
C 5.43866 1.56013 0.02642 -0.852
S 5.64721 2.07980 1.74682 0.591
O 5.86416 3.56393 1.74648 -0.579
C 7.25995 1.29457 1.98282 -0.945
H 4.50009 1.97357 -0.35029 0.111
H 6.26760 1.93342 -0.57966 0.463
H 5.39838 0.46972 -0.02321 0.352
H 7.97561 1.68433 1.25521 0.323
H 7.15942 0.21283 1.86843 0.354
H 7.61162 1.51958 2.99284 0.352
C -7.96504 -6.34131 -1.74954 -0.509
O -7.22942 -6.17095 -0.55197 -0.496
H -8.70801 -5.54410 -1.82657 0.223
H -7.28736 -6.28875 -2.60516 0.230
H -8.47255 -7.30897 -1.73204 0.259
H -6.57855 -6.89220 -0.51124 0.302
F 0.61937 3.28258 2.71559 -0.491
Al 4.11007 6.36306 -2.05023 0.722
```


No. 3
A cluster of 2 separate species, C4H11NO in total in a non-equilibrium geometry. Source: the Open Molecules 2025 dataset; level of theory: ωB97M-V/def2-TZVPD.

Output
energy: -7862.564 eV
F_max: 0.0328 hartree/bohr
charge: 0
SMILES: C=CC.NCO
HOMO energy: -0.344 Eh
orbital gap: 0.381 Ha

```
17
Properties=species:S:1:pos:R:3:mulliken_charge:R:1
C -2.26364 -1.98904 0.90334 -0.905
C -0.89510 -2.55260 0.56167 0.121
C -0.41506 -2.57058 -0.67156 -0.850
H -2.97535 -2.43442 0.20858 0.291
H -2.26024 -0.91338 0.78052 0.233
H -2.50895 -2.32388 1.90518 0.290
H -0.23821 -2.97860 1.31459 0.318
H 0.52424 -2.97743 -1.02200 0.288
H -1.11025 -2.46031 -1.50642 0.221
N 2.43309 2.81318 -0.14936 -0.587
C 1.00554 2.80106 -0.38207 -0.156
O 0.61467 1.47404 -0.70828 -0.504
H 2.82016 3.71574 -0.39807 0.230
H 2.69702 2.64115 0.80645 0.205
H 0.69728 3.52173 -1.14373 0.270
H 0.42663 3.11957 0.49279 0.239
H 1.44816 1.11377 -0.99163 0.295
```


No. 4
A structure of composition C20H15ClIrN2O7S in a non-equilibrium geometry. Source: the Open Molecules 2025 dataset; level of theory: ωB97M-V/def2-TZVPD.

Output
energy: -64489.062 eV
F_max: 0.0559 hartree/bohr
charge: -1
HOMO energy: -0.196 Eh
orbital gap: 0.288 Ha

```
47
Properties=species:S:1:pos:R:3:mulliken_charge:R:1
Ir -0.15945 -0.05067 0.22502 2.387
S 0.47924 0.06153 2.46100 -0.458
C 2.05186 -0.02170 1.76318 0.352
C 3.29496 -0.08617 2.40083 -0.650
C 4.41558 -0.17962 1.60737 -0.063
C 4.29188 -0.21560 0.21371 -1.027
C 3.03260 -0.15092 -0.33783 -0.238
N 1.94679 -0.04259 0.42957 -0.234
H 3.35170 -0.06735 3.47988 0.411
H 5.39645 -0.23856 2.06322 0.363
H 5.15808 -0.29012 -0.42802 0.406
H 2.86448 -0.17512 -1.40618 0.686
O 0.25940 0.07579 -1.94630 -0.798
C 0.08067 1.37599 -2.53686 2.607
C 0.14415 2.38500 -1.35547 0.284
O 0.23812 3.56648 -1.61884 -0.677
O 0.09857 1.89780 -0.16179 -0.860
C -1.27670 1.54157 -3.20282 -0.514
C -1.51668 2.68150 -3.97056 -0.119
C -2.75281 2.87716 -4.55710 -0.979
C -3.76894 1.94154 -4.38260 -0.300
C -3.53688 0.81584 -3.61435 -1.147
C -2.29208 0.61476 -3.02668 -0.175
C 1.24512 1.59071 -3.49732 -0.417
C 1.15016 1.13603 -4.80809 -0.365
C 2.25224 1.17176 -5.65255 -0.847
C 3.46548 1.65710 -5.18998 -0.391
C 3.56752 2.11642 -3.88289 -1.044
C 2.46566 2.08277 -3.04249 -0.238
H -0.05959 -0.63177 -2.52393 0.380
H -0.73406 3.42066 -4.07988 0.466
H -2.93031 3.76741 -5.14789 0.374
H -4.73995 2.10155 -4.83464 0.388
H -4.32158 0.08958 -3.44860 0.408
H -2.14890 -0.25745 -2.40491 0.290
H 0.20581 0.74879 -5.17167 0.414
H 2.16205 0.81320 -6.67036 0.382
H 4.32900 1.67818 -5.84331 0.391
H 4.51033 2.49955 -3.51242 0.414
H 2.55075 2.44818 -2.02682 0.567
N -3.25620 0.16956 0.02673 -0.835
C -2.11193 0.07170 0.17251 0.361
O -1.45491 -3.42335 0.83024 -0.623
Cl -0.19098 -3.49071 0.17215 1.721
O 0.82565 -4.03744 1.01733 -0.637
O -0.26534 -4.19208 -1.07411 -0.656
O 0.24113 -2.07997 -0.18902 -0.760
```